This record from OMol25 describes a 6-piece molecular cluster, C13H28BBr10FN2O3 overall. The level of theory is wB97M-V/def2-TZVPD.

Summary:
- SMILES = NB(O)OC(=O)NCCF.BrCCBr.BrCCBr.BrCCBr.BrCCBr.BrCCBr
- strongest force on any atom (eV Å⁻¹) = 3.9
- HOMO (eV) = -9.695
- gap between HOMO and LUMO (eV) = 10.112
- calculated total energy (eV) = -726880.6514
- lowest unoccupied orbital energy (Eh) = 0.0153

```
58
C13H28BBr10FN2O3 (wB97M-V/def2-TZVPD)
H 4.52 -2.91 -1.86
H -1.26 -6.71 -3.59
Br -0.17 -3.38 -2.03
H -1.20 0.99 1.89
H -0.76 -1.73 1.70
H 5.86 -3.72 -2.70
C 1.66 8.54 2.11
N 0.12 1.22 0.29
C 4.70 -5.04 -1.48
Br -3.73 -4.19 0.23
F -0.58 -1.36 -0.25
C 1.37 0.88 -0.19
H 1.93 -1.70 2.46
Br -0.66 8.92 0.46
H 5.46 -5.04 -0.70
O 3.10 -1.48 -0.10
O 2.38 0.69 0.70
H -0.52 1.16 -0.49
C -0.42 0.42 1.40
C -4.48 -3.25 -1.30
Br -3.72 2.63 2.37
Br 3.00 -5.04 -0.54
C 0.19 8.88 2.21
H -2.68 -2.04 -1.49
H 4.75 -5.98 -2.03
C 4.83 -3.83 -2.36
Br 1.92 6.64 1.77
Br -0.19 -7.01 -1.39
O 1.56 0.80 -1.33
H -4.16 4.80 1.28
N 2.76 -1.14 2.30
H 0.81 -5.16 -3.45
H -3.80 5.04 3.00
C -0.22 -4.86 -3.28
H 0.36 0.28 2.15
C -1.01 -0.94 0.99
Br 3.76 -3.99 -3.97
C -3.76 -1.95 -1.55
Br -4.29 -0.58 -0.27
H -2.09 -0.86 0.95
H -1.65 4.19 0.97
H -5.54 -3.12 -1.11
C -3.48 4.54 2.09
B 2.74 -0.65 0.91
H 2.93 -2.39 0.19
Br -0.87 4.79 3.26
H -4.03 -1.55 -2.53
H 2.69 -0.33 2.90
H -0.36 8.16 2.81
H 2.15 8.73 3.06
H -2.03 -5.68 -2.37
H 2.17 9.08 1.32
C -1.08 -6.00 -2.79
H -1.98 5.89 1.34
C -2.06 4.87 1.71
H -4.34 -3.92 -2.15
H -0.63 -4.45 -4.20
H 0.06 9.87 2.62
```